C6H25Ba2NO7 | ωB97M-V/def2-TZVPD

Positions of all 41 atoms, in Å:
H 2.910 0.217 2.820
H -3.299 2.075 -1.415
C 1.906 -0.204 2.862
O -2.563 -0.485 0.890
H 1.503 0.438 1.050
C -1.197 2.778 1.756
H -2.258 0.823 -1.742
H -0.303 0.007 -0.483
C 3.835 0.103 -0.626
H 1.877 -1.207 2.437
O 2.490 0.561 -0.601
H -3.833 0.577 -1.553
O 1.107 0.554 1.916
H 1.600 -0.152 3.907
H -1.163 -3.834 -2.872
O 3.810 -1.372 -2.804
O -1.039 -3.000 -2.412
H -0.772 2.245 2.606
Ba 0.909 -0.869 -3.077
H 4.728 0.448 -2.538
H -2.844 -2.937 -1.943
H -1.080 -1.534 1.645
N -3.162 1.225 -1.943
H 4.450 0.875 -0.165
H 4.014 -0.605 0.183
C -1.935 -3.067 -1.355
H -0.120 4.339 1.901
H -1.836 -2.289 -0.598
O -0.774 0.316 -1.282
H -1.393 2.047 0.971
O -0.385 3.745 1.195
C -1.985 -1.093 2.062
H -3.293 1.323 -2.939
H 5.427 -0.938 -1.581
C 4.527 -0.443 -1.944
H -2.125 3.239 2.095
H -1.935 -0.391 0.170
H -1.775 -0.301 2.781
H -2.093 -4.072 -0.963
H -2.596 -1.759 2.672
Ba 0.667 2.614 -1.084

## Properties
charge = +2
E_HOMO = -11.672 eV
strongest force on any atom = 0.064 Eh/bohr
LUMO energy = -7.663 eV
frontier orbital gap = 4.0 eV